Version 1
Formula: F8N4NaO16S8
Source: the Open Molecules 2025 dataset
Level of theory: ωB97M-V/def2-TZVPD

Net charge   -3
HOMO energy   -0.152 Ha

Last column: Löwdin charge in e.
CARTESIAN COORDINATES (ANGSTROEM)
O -5.842 1.708 2.340  -0.29
O -2.907 -0.997 -6.061  -0.31
F -2.638 0.507 -7.954  -0.23
F -4.770 2.426 -4.052  -0.23
F 3.127 -0.215 -4.790  -0.22
S -5.876 2.351 3.636  0.57
S 3.663 -3.054 5.130  0.59
O -4.753 -0.531 -7.657  -0.33
F -2.363 2.644 4.874  -0.20
S -3.688 0.009 -6.807  0.61
N -4.015 1.488 -6.055  -0.29
S 4.304 -0.867 4.963  0.40
S -3.572 2.735 3.864  0.41
F -7.066 1.464 4.305  -0.24
O 5.723 -0.996 4.566  -0.33
O -3.035 2.080 2.667  -0.32
S 4.366 -0.199 -3.780  0.57
O 4.847 -3.766 4.693  -0.29
F 4.740 -3.172 -1.508  -0.25
S 5.158 -1.906 -2.410  0.36
O -3.760 4.193 3.856  -0.33
O -3.279 0.506 -3.828  -0.35
O 2.495 -3.047 4.253  -0.30
O -6.508 3.655 3.762  -0.31
O -5.684 0.329 -4.619  -0.30
O 3.295 -0.533 3.919  -0.34
S -4.398 0.975 -4.700  0.44
F 3.182 -3.948 6.392  -0.23
Na 0.510 -0.184 -0.233  0.96
O 5.388 -0.377 -4.787  -0.28
N -4.604 2.000 4.751  -0.26
N 3.915 -1.658 6.153  -0.25
O 4.168 1.137 -3.230  -0.31
N 3.764 -1.481 -2.768  -0.25
F 4.451 0.568 5.709  -0.24
O 5.726 -1.057 -1.371  -0.30
O 5.936 -2.787 -3.222  -0.29

---

Version 2
Formula: F8N4NaO16S8
Source: the Open Molecules 2025 dataset
Level of theory: ωB97M-V/def2-TZVPD

Net charge   -3
HOMO energy   -0.103 Ha

Last column: Löwdin charge in e.
CARTESIAN COORDINATES (ANGSTROEM)
O -2.486 -14.489 -2.083  -0.32
N -1.991 -18.991 -6.874  -0.27
S -1.055 -19.410 -8.149  0.54
O 2.704 -17.871 -7.968  -0.32
Na -1.494 -18.289 -4.679  0.49
S 3.691 -18.524 -7.032  0.47
S -0.430 -15.130 -4.236  0.55
O -6.234 -17.811 -4.778  -0.26
F -3.079 -16.748 -1.855  -0.23
N -0.833 -16.298 -3.298  -0.30
O -5.423 -21.004 -6.020  -0.28
N -6.562 -20.124 -3.831  -0.25
O -3.919 -18.288 -8.182  -0.27
S -5.635 -18.986 -4.204  0.42
F -5.651 -18.403 -2.693  -0.25
F 1.090 -15.728 -4.562  -0.23
F -7.541 -21.827 -5.049  -0.24
S -2.650 -17.877 -7.651  0.48
S -6.681 -20.551 -5.448  0.57
F -3.191 -17.113 -6.246  -0.26
O -4.173 -19.174 -4.331  -0.30
O 0.006 -18.501 -8.502  -0.27
F -0.356 -20.530 -7.200  -0.23
O -1.010 -15.343 -5.598  -0.30
N 3.693 -18.038 -5.585  -0.27
S -2.403 -15.696 -2.902  0.64
O -1.904 -16.766 -8.277  -0.28
O 3.088 -20.517 -4.600  -0.31
O -0.150 -13.810 -3.611  -0.32
O -7.681 -19.985 -6.428  -0.33
F 2.604 -18.593 -3.480  -0.23
F 5.137 -17.868 -7.490  -0.26
S 2.611 -19.207 -4.975  0.59
O 3.965 -19.917 -7.151  -0.31
O 1.198 -19.188 -5.365  -0.29
O -3.541 -15.866 -3.866  -0.30
O -1.606 -20.275 -9.171  -0.28

---

Last place for stability: version 2

---

Version 1
Formula: C33H32KN8O3
Source: the Open Molecules 2025 dataset
Level of theory: ωB97M-V/def2-TZVPD

Net charge   +1
HOMO energy   -0.403 Ha

Last column: Löwdin charge in e.
CARTESIAN COORDINATES (ANGSTROEM)
O 0.200 -4.554 -1.462  0.02
H -5.039 -1.590 2.871  0.11
H -5.271 2.866 -0.441  0.10
C -2.206 2.264 3.167  -0.07
C 0.120 2.584 2.627  -0.19
N -3.401 3.737 -0.076  -0.04
H 3.182 1.983 3.772  0.13
C -1.614 5.200 -0.553  0.00
C -2.394 3.639 3.207  -0.09
H -0.477 -2.768 -3.808  0.15
C 2.740 -2.495 2.290  0.02
H 2.082 2.779 1.825  0.14
C -0.930 -3.003 -2.843  -0.24
H -1.223 6.198 -0.676  0.11
C -0.073 3.960 2.666  -0.04
H 3.268 -4.575 2.316  0.12
C -4.789 3.500 0.300  0.00
K -0.745 0.015 -0.270  0.72
C -1.323 4.487 2.958  -0.08
H -3.368 4.049 3.443  0.11
C -4.006 -1.905 2.796  -0.01
N -1.852 -1.564 1.788  -0.01
H -5.325 -3.510 4.390  0.10
H -3.610 5.796 -0.095  0.14
C -2.580 2.619 -0.245  -0.53
H -1.710 -4.944 -2.138  0.13
H -1.460 5.561 2.992  0.11
C -2.908 4.986 -0.238  -0.04
C -3.143 -1.247 1.945  -0.17
H 0.908 5.061 -1.209  0.11
C -1.406 -2.590 2.519  -0.14
H -5.303 4.456 0.361  0.09
O 2.496 0.100 3.286  0.01
H -4.019 -4.516 4.820  0.10
N -4.330 -3.640 4.440  0.13
C -2.357 -2.508 -2.847  -0.19
H 1.051 3.337 -1.157  0.11
C 1.967 -4.086 0.681  0.03
H 1.903 -5.088 0.280  0.12
C -4.347 -1.846 -1.658  -0.07
C 2.716 -3.795 1.810  -0.02
C 1.281 -3.046 0.066  -0.18
N -0.136 -2.350 -1.791  0.12
H -6.035 -1.303 -2.869  0.10
H -3.036 1.595 3.359  0.11
N 1.309 -1.796 0.509  0.14
C -3.021 -2.295 -4.049  -0.03
C 1.491 2.016 2.335  -0.24
C -3.030 -2.280 -1.650  -0.05
H -1.745 -4.133 3.960  0.11
H -0.821 0.664 2.845  0.10
N 1.396 0.835 1.462  0.13
N 0.513 4.168 -0.978  0.18
H 1.615 1.525 4.487  0.13
H -4.857 -1.664 -0.721  0.10
C 2.230 1.490 3.589  -0.05
H 3.296 -2.226 3.176  0.12
H -4.830 2.994 1.263  0.09
C -0.800 4.037 -0.706  -0.39
H 0.759 4.625 2.463  0.12
C -0.955 1.740 2.882  -0.03
C -0.788 -4.510 -2.524  -0.05
O -3.066 1.502 -0.088  -0.03
H -2.501 -2.461 -4.985  0.12
H -4.849 -1.707 -5.001  0.11
C -2.179 -3.316 3.399  -0.01
H -0.359 -2.849 2.394  0.09
N -1.276 2.816 -0.582  0.15
H -3.504 -0.410 1.353  0.09
C 0.417 -3.271 -1.119  -0.32
H -0.417 -5.103 -3.355  0.13
C 1.947 -0.127 2.077  -0.32
C -3.529 -2.978 3.557  -0.32
H -2.525 -2.437 -0.703  0.09
C 2.016 -1.530 1.600  -0.18
C -4.342 -1.868 -4.058  -0.07
C -5.007 -1.641 -2.863  -0.08

---

Version 2
Formula: C33H32KN8O3
Source: the Open Molecules 2025 dataset
Level of theory: ωB97M-V/def2-TZVPD

Net charge   +1
HOMO energy   -0.391 Ha

Last column: Löwdin charge in e.
CARTESIAN COORDINATES (ANGSTROEM)
C 0.171 4.209 -0.332  -0.17
H 5.532 -1.957 -0.772  0.12
C 4.149 0.369 -0.541  -0.25
C 5.080 -2.920 1.082  -0.08
C -3.266 -3.209 1.372  0.00
H 3.046 -1.696 3.473  0.11
C 4.984 -1.892 0.159  -0.03
H 1.503 -4.548 1.132  0.11
N -3.187 -2.251 0.296  -0.03
H 3.881 4.960 -0.601  0.12
C -3.847 0.602 2.384  -0.08
H 2.963 -6.131 -1.796  0.10
H 5.719 -3.764 0.876  0.11
H -2.218 1.819 1.728  0.12
N -1.771 2.775 -0.615  0.14
C -2.781 -0.551 -1.754  -0.39
H -3.318 0.252 3.256  0.11
C 4.194 -0.780 0.431  -0.20
H -5.641 -0.489 2.823  0.11
H -3.003 0.223 -3.640  0.11
H 0.708 -2.206 1.137  0.09
H -4.005 4.985 -0.773  0.13
H 1.815 -1.647 -2.749  0.11
H -4.548 -1.484 -2.652  0.11
O -1.452 -1.214 1.345  -0.01
H 2.238 6.845 -0.779  0.12
H 2.603 -3.994 -2.968  0.11
H -3.858 4.437 0.921  0.14
C -4.022 -2.294 -0.754  -0.04
O -2.094 4.909 -0.017  0.02
C 2.329 3.497 -0.337  -0.17
C 1.905 5.831 -0.610  -0.01
C 1.572 -3.938 0.244  -0.01
H -4.216 -3.735 1.339  0.10
C -2.163 -1.282 0.358  -0.55
C -3.212 2.907 -0.553  -0.25
H -6.815 0.309 0.806  0.11
N 2.469 -5.785 -0.994  0.13
H 2.912 0.164 1.859  0.11
H 4.231 -0.027 -1.561  0.15
N 1.036 3.209 -0.244  0.13
C -3.876 -1.458 -1.813  0.01
H 4.445 -3.671 2.987  0.11
C 1.749 -2.329 -1.912  -0.15
C 1.149 -2.627 0.247  -0.17
C -3.415 4.382 -0.079  -0.06
H -3.610 2.758 -1.565  0.14
H 2.503 -6.328 -0.150  0.10
O 4.576 2.663 -0.220  0.02
C -5.140 0.176 2.134  -0.08
H -4.817 -3.024 -0.718  0.14
C -1.259 3.894 -0.307  -0.32
C -5.801 0.624 1.001  -0.08
C 4.375 -2.863 2.272  -0.09
H -3.164 -2.680 2.317  0.09
H -5.691 1.822 -0.763  0.12
C 3.266 2.374 -0.324  -0.32
C 2.194 -3.628 -2.038  -0.02
C 3.590 -1.755 2.543  -0.08
N -2.490 0.258 -2.780  0.19
N -2.002 -0.476 -0.697  0.10
C 0.557 5.540 -0.510  0.03
H 6.034 1.461 -1.028  0.13
H -0.197 6.308 -0.584  0.12
C -5.167 1.482 0.120  -0.04
C -3.872 1.918 0.374  -0.20
C 2.106 -4.480 -0.931  -0.33
N 1.221 -1.818 -0.805  -0.01
K 0.250 0.579 0.001  0.76
H -1.744 0.920 -2.655  0.10
H 5.740 1.255 0.723  0.14
C 3.510 -0.712 1.636  -0.04
H -2.443 -3.920 1.280  0.10
N 2.937 1.158 -0.478  0.11
C -3.222 1.480 1.518  -0.04
C 5.268 1.418 -0.253  -0.06
C 2.817 4.793 -0.520  0.04

---

Last place for stability: version 2

---

Version 1
Formula: C6H7Cl
Source: the Open Molecules 2025 dataset
Level of theory: ωB97M-V/def2-TZVPD

Net charge   0
HOMO energy   -0.312 Ha

Last column: Löwdin charge in e.
CARTESIAN COORDINATES (ANGSTROEM)
H 1.362 0.708 -1.436  0.17
H -1.053 -1.320 0.993  0.13
H 1.165 -1.384 -0.695  0.10
C 0.772 -0.746 0.064  -0.23
H -1.345 -1.144 -0.698  0.15
H 0.298 2.608 0.098  0.12
C 1.316 0.715 -0.277  -0.42
C -1.033 0.807 0.322  -0.07
Cl 3.787 -0.244 0.082  0.67
H -1.941 1.144 0.798  0.10
H 1.110 -1.005 0.999  0.08
C -0.664 -0.644 0.142  -0.25
C 0.097 1.502 0.100  -0.10
C 2.760 1.056 0.073  -0.45

---

Version 2
Formula: C6H7Cl
Source: the Open Molecules 2025 dataset
Level of theory: ωB97M-V/def2-TZVPD

SMILES   CC1(Cl)C=CC=C1
Net charge   0
HOMO energy   -0.312 Ha

Last column: Löwdin charge in e.
CARTESIAN COORDINATES (ANGSTROEM)
H -1.933 0.673 -1.887  0.11
H 1.501 -1.448 0.893  0.08
C 0.077 0.192 0.711  -0.93
H -2.061 0.150 0.856  0.11
C 0.378 -1.335 0.792  -0.10
H -0.090 -1.744 1.829  0.11
C -1.057 0.775 -1.189  -0.06
H 0.141 -2.043 0.012  0.08
Cl -0.128 0.844 2.323  0.70
C 0.353 0.876 -1.498  -0.08
C -1.240 0.427 0.174  -0.16
H 2.212 0.738 -0.335  0.15
H 0.809 1.201 -2.343  0.07
C 1.037 0.693 -0.339  -0.08

---

Last place for stability: version 1